1.
C36H30ClLuN2O3PS2 | ωB97M-V/def2-TZVPD

Orbital gap   7.25 eV
Energy above the lowest of the compared OMol25 structures with the same formula, charge and spin   105.8 kJ/mol
Electronic energy   -124049.1260 eV
Strongest force on any atom   2.3 eV/Å
Net charge   -1

Positions of all 76 atoms, in Å:
Lu: 0.140 0.068 2.252
Cl: 0.890 0.580 4.934
S: -2.452 0.240 1.418
S: -3.376 2.597 -0.023
P: 0.217 -2.334 0.438
O: 1.314 -1.605 2.571
O: 2.633 0.113 2.171
O: 0.601 0.598 0.217
N: -1.102 2.612 1.271
N: -0.156 2.441 2.253
C: -2.744 4.625 -1.763
C: 0.314 -4.600 2.197
C: 4.767 -2.972 -0.190
C: 4.288 -2.047 0.725
C: -2.667 5.146 -4.507
C: -1.713 4.118 -2.550
C: -0.260 -5.437 3.143
C: -3.733 5.394 -2.368
C: -1.008 -4.287 -1.282
C: -2.110 1.868 1.007
C: 1.274 1.803 -1.705
C: 2.010 -2.744 0.225
C: 2.309 -1.064 1.973
C: 2.925 -1.955 0.945
C: -0.371 -2.187 -2.253
C: -3.698 5.653 -3.732
C: -1.397 -3.873 -3.622
C: -0.434 -3.585 1.614
C: 3.881 -3.781 -0.887
C: 1.064 2.750 1.909
C: 2.020 3.932 -0.092
C: -1.766 -3.417 1.994
C: -1.674 4.378 -3.910
C: -0.715 -0.230 4.439
C: -1.587 -5.271 3.513
C: 2.510 -3.654 -0.700
C: -0.839 -2.609 -3.487
C: -2.340 -4.258 2.935
C: 2.030 3.111 2.992
C: -1.483 -4.707 -2.517
C: -2.794 4.320 -0.299
C: 1.432 2.814 0.487
C: -0.438 -3.024 -1.139
C: 1.080 1.685 -0.314
C: 1.833 2.938 -2.259
C: 2.227 4.007 -1.459
H: -4.478 6.248 -4.193
H: 0.333 -6.220 3.599
H: 5.833 -3.060 -0.361
H: 0.963 0.979 -2.336
H: 1.509 3.156 3.944
H: -3.372 -4.113 3.229
H: 4.265 -4.506 -1.595
H: 1.357 -4.720 1.926
H: -4.542 5.790 -1.765
H: -0.937 3.516 -2.090
H: -2.640 5.341 -5.572
H: 2.660 4.895 -1.901
H: 1.956 2.998 -3.335
H: 4.960 -1.402 1.277
H: -1.086 -4.941 -0.422
H: -3.469 4.990 0.230
H: -2.032 -5.918 4.258
H: 2.279 4.774 0.542
H: 2.466 4.088 2.768
H: -0.782 -1.946 -4.342
H: 1.830 -4.270 -1.275
H: -0.867 3.979 -4.513
H: 2.842 2.384 3.048
H: -0.667 -1.194 4.955
H: -1.459 0.367 4.969
H: 0.041 -1.190 -2.134
H: -1.779 -4.201 -4.581
H: -2.353 -2.619 1.552
H: -1.924 -5.692 -2.615
H: -1.811 4.335 0.169

***

2.
C36H30IrN9Sb | ωB97M-V/def2-TZVPD

Multiplicity   2
Orbital gap (alpha / beta)   7.44 / 5.73 eV
Energy above the lowest of the compared OMol25 structures with the same formula, charge and spin   68.8 kJ/mol
Electronic energy   -60563.2152 eV
Strongest force on any atom   1.8 eV/Å
Net charge   +4

Positions of all 77 atoms, in Å:
Ir: 0.581 -0.963 0.484
Sb: -1.432 -3.132 -1.422
N: -2.506 6.983 -2.302
N: -1.384 -0.870 0.624
N: 3.919 -1.281 -2.933
N: 0.770 -2.996 0.791
N: -0.251 -0.859 2.796
N: -2.970 -1.192 3.891
N: 2.579 -0.973 -0.343
N: 0.022 1.016 -0.062
N: 0.424 -0.809 -1.556
C: -4.083 -0.598 1.200
C: -2.604 0.101 3.319
C: -3.243 6.443 -1.363
C: -1.730 0.391 1.355
C: 0.436 1.478 -1.254
C: -1.425 6.605 -2.937
C: -1.158 0.304 2.784
C: 0.041 -1.730 -2.369
C: -3.167 0.381 1.870
C: -1.118 3.295 -1.083
C: -3.667 -1.454 0.256
C: 3.993 -2.127 -2.002
C: 3.227 1.398 -0.458
C: 1.317 -0.753 -4.181
C: -0.091 2.640 -1.776
C: -2.062 -2.062 3.975
C: -1.138 1.449 0.450
C: -0.438 1.526 3.307
C: -1.640 4.638 -1.541
C: -1.702 2.626 -0.004
C: 1.900 0.309 -3.290
C: -0.963 5.358 -2.531
C: 2.667 0.214 -1.218
C: 2.592 -2.610 2.435
C: -2.782 5.197 -0.957
C: 0.993 -5.749 1.062
C: 1.275 0.385 -1.884
C: 1.775 -4.899 1.815
C: 3.298 0.001 -2.613
C: -0.664 -1.897 3.393
C: 0.453 -1.693 -3.774
C: 1.673 -3.519 1.668
C: 0.006 -3.833 0.021
C: 3.255 -1.993 -0.679
C: 0.100 -5.203 0.142
C: -2.233 -1.602 -0.004
H: 2.728 1.554 0.502
H: 1.636 -0.738 -5.219
H: -2.309 -3.019 4.432
H: 1.084 -6.824 1.170
H: 2.494 -5.295 2.521
H: -2.604 2.988 0.469
H: 3.227 -3.192 3.100
H: 4.500 -3.070 -2.196
H: 0.495 1.710 2.765
H: -0.057 5.011 -3.007
H: -2.902 0.870 4.027
H: 4.035 0.766 -2.845
H: 0.268 2.990 -2.736
H: -3.355 4.712 -0.180
H: -0.192 1.385 4.360
H: -3.642 1.363 1.836
H: -4.362 -2.117 -0.241
H: -0.966 7.237 -3.692
H: -5.127 -0.580 1.495
H: 3.196 -2.875 -0.043
H: -4.117 6.957 -0.969
H: -1.073 2.413 3.226
H: -0.509 -5.854 -0.474
H: 0.066 -2.431 -4.463
H: 4.288 1.233 -0.263
H: 1.931 1.257 -3.827
H: -0.008 -2.768 3.404
H: 3.136 2.309 -1.054
H: 2.044 -1.885 3.032
H: 3.249 -2.046 1.769

***

3.
C36H31BrF5N4OP2Sn | ωB97M-V/def2-TZVPD

Orbital gap   7.26 eV
Energy above the lowest of the compared OMol25 structures with the same formula, charge and spin   19.1 kJ/mol
Electronic energy   -153855.9561 eV
Strongest force on any atom   0.5 eV/Å
Net charge   +3

Positions of all 81 atoms, in Å:
Sn: -0.887 0.843 0.078
Br: -6.053 4.943 2.337
P: -0.321 2.234 -3.306
P: 1.996 -2.931 1.401
F: 0.714 0.599 5.280
F: -2.939 -1.059 1.619
F: -3.243 -1.726 4.249
F: -1.411 -0.895 6.055
F: 0.962 1.317 2.654
O: 1.033 -1.042 -0.596
N: -2.151 2.759 -5.343
N: 0.108 3.529 -5.794
N: -1.301 4.693 -4.194
N: -2.583 2.288 0.825
C: 3.188 -0.725 2.490
C: -3.476 3.787 2.455
C: -1.272 -4.426 3.208
C: 0.646 -3.975 1.838
C: -1.825 1.769 -4.316
C: 2.689 -2.005 2.735
C: -3.749 2.340 0.163
C: -0.145 -3.665 2.948
C: -0.810 -5.797 1.272
C: -0.284 4.878 -5.164
C: -0.178 0.196 4.389
C: -1.270 -0.568 4.788
C: -4.812 3.111 0.579
C: 3.465 -2.783 -2.069
C: 0.316 -5.042 0.996
C: 1.755 -1.928 -0.215
C: 4.798 -4.598 -1.148
C: 3.813 -0.033 3.514
C: 4.159 -4.544 0.082
C: 2.834 -2.600 3.995
C: -1.602 -5.486 2.371
C: -0.842 4.002 -2.989
C: -0.062 0.524 3.050
C: 3.947 -0.618 4.766
C: -2.036 -0.650 2.531
C: 3.162 -3.593 0.212
C: -2.463 2.995 1.961
C: 0.763 2.635 -4.779
C: -2.479 4.068 -4.787
C: -4.670 3.859 1.744
C: 4.459 -3.733 -2.202
C: -0.965 0.101 2.100
C: 2.820 -2.726 -0.834
C: -1.166 2.870 -6.356
C: -2.214 -0.993 3.857
C: 3.462 -1.898 5.008
H: 5.581 -5.328 -1.303
H: -1.658 0.798 -4.785
H: -1.651 4.012 -2.256
H: 4.194 0.964 3.339
H: -1.513 3.505 -7.171
H: -0.004 4.551 -2.553
H: -3.343 4.332 3.379
H: 3.578 -2.349 5.984
H: -2.486 -6.075 2.576
H: 1.672 3.126 -4.430
H: 0.753 3.705 -6.566
H: 4.438 -0.074 5.562
H: 3.094 -0.269 1.511
H: -1.067 -6.634 0.637
H: -1.893 -4.205 4.065
H: -2.863 4.708 -5.582
H: -0.633 5.513 -5.979
H: 1.046 1.708 -5.278
H: -3.833 1.726 -0.728
H: 4.431 -5.220 0.882
H: -2.685 1.662 -3.652
H: 0.931 -5.278 0.136
H: 0.617 5.304 -4.726
H: 2.471 -3.605 4.175
H: 4.994 -3.818 -3.139
H: -1.515 2.930 2.481
H: -0.877 1.895 -6.745
H: 3.202 -2.126 -2.886
H: 0.126 -2.844 3.600
H: -5.734 3.128 0.016
H: -3.250 3.956 -4.027

***

4.
C36H31F12O21Zr | ωB97M-V/def2-TZVPD

Orbital gap   4.25 eV
Energy above the lowest of the compared OMol25 structures with the same formula, charge and spin   39.0 kJ/mol
Electronic energy   -114721.8855 eV
Strongest force on any atom   8.0 eV/Å
Net charge   -3

Positions of all 101 atoms, in Å:
Zr: -0.292 -1.186 -0.737
F: 2.884 0.801 3.926
F: 2.303 3.722 -2.585
F: 1.691 0.461 -4.393
F: 2.680 5.819 -2.080
F: 1.680 -5.202 0.782
F: 0.557 1.650 -5.893
F: 1.089 5.330 -3.447
F: 0.753 -3.985 2.369
F: 0.007 -0.440 -5.395
F: 0.262 -6.098 2.118
F: 1.944 0.714 5.818
F: 1.579 -0.873 4.400
O: -1.721 -1.928 -2.187
O: -0.263 -3.649 -0.372
O: 1.153 0.389 -0.510
O: 5.680 -0.333 -1.505
O: -0.066 1.960 4.788
O: 0.672 3.792 -0.454
O: -4.169 2.732 2.607
O: 1.443 -2.107 -2.065
O: 6.448 -2.659 -0.754
O: -1.624 -1.704 0.924
O: -1.624 -5.280 0.457
O: -0.966 2.459 -3.927
O: 2.794 -4.854 -2.385
O: -1.356 0.565 -0.339
O: -4.791 -0.030 3.846
O: -0.342 0.656 -2.729
O: 1.121 -1.676 0.794
O: 0.273 6.020 -0.787
O: 0.212 0.893 2.736
O: 5.683 -1.277 1.700
O: 5.442 1.382 0.726
C: -1.350 3.730 5.427
C: -3.644 1.604 2.250
C: -3.204 2.285 -2.848
C: -2.916 1.748 1.103
C: -3.640 -6.250 -0.338
C: 3.381 -3.687 -2.066
C: 0.828 4.968 -1.136
C: 5.423 -2.698 -1.448
C: 0.544 -4.968 1.441
C: 3.451 -1.174 -2.116
C: -0.359 1.296 -3.781
C: 1.762 4.904 -2.348
C: -3.294 -0.808 2.367
C: 0.340 3.779 0.969
C: 4.401 0.621 0.856
C: 2.711 -2.306 -2.171
C: 4.695 -3.832 -1.679
C: 3.460 -1.569 1.587
C: -2.640 -2.164 -3.229
C: -2.175 0.613 0.598
C: 1.725 0.390 4.502
C: 0.496 0.790 -4.881
C: 4.846 -1.209 -1.825
C: 2.193 -1.052 1.044
C: -1.822 2.945 -2.905
C: -3.991 0.228 2.865
C: -1.221 2.709 4.356
C: 2.119 0.327 0.284
C: 0.554 1.140 3.890
C: 1.435 4.335 1.913
C: -0.482 -4.548 0.370
C: 3.299 1.131 0.234
C: -3.872 -1.317 -3.275
C: -2.313 -0.750 1.359
C: -2.803 -4.970 -0.326
C: 4.507 -0.738 1.597
H: 2.985 -0.200 -2.107
H: 2.363 3.793 1.729
H: -2.522 -4.752 -1.357
H: -1.998 3.957 -3.269
H: -0.658 4.203 1.084
H: -4.326 -1.487 -2.299
H: -1.993 1.940 4.368
H: -0.564 4.462 5.612
H: -3.134 -7.108 -0.781
H: -3.345 -1.829 2.714
H: -3.959 -6.533 0.665
H: -3.868 2.961 -2.308
H: 5.107 -4.792 -1.404
H: -2.947 -3.196 -3.060
H: -2.187 -2.235 -4.218
H: 3.313 2.098 -0.247
H: -1.569 3.171 6.337
H: 1.578 5.396 1.712
H: 0.273 2.715 1.194
H: 1.060 4.143 2.918
H: -2.251 4.296 5.188
H: -3.708 -0.247 -3.401
H: -3.166 1.341 -2.303
H: -1.336 2.930 -1.929
H: -4.500 -6.122 -0.995
H: -1.333 3.025 3.318
H: -3.381 -4.179 0.151
H: -2.736 2.706 0.638
H: -3.619 2.060 -3.830
H: 3.441 -2.612 1.866
H: -4.600 -1.479 -4.070

***

5.
C36H32BrF4N3O3PTi | ωB97M-V/def2-TZVPD

Multiplicity   2
Orbital gap (alpha / beta)   3.43 / 3.45 eV
Energy above the lowest of the compared OMol25 structures with the same formula, charge and spin   24.9 kJ/mol
Electronic energy   -161778.0288 eV
Strongest force on any atom   0.3 eV/Å
Net charge   -2

Positions of all 81 atoms, in Å:
Br: 1.875 -0.118 2.991
Ti: -0.469 0.568 0.379
P: 1.162 -1.578 0.051
F: 6.079 -3.362 0.244
F: 6.629 -2.022 2.539
F: 4.724 -0.563 3.734
F: 3.684 -3.242 -0.848
O: -1.331 -0.880 -0.737
O: 1.279 1.407 0.199
O: 2.309 2.368 -1.585
N: -1.124 2.165 -0.449
N: -1.315 0.416 2.020
N: -2.639 -1.134 -1.024
C: -0.061 2.495 -1.355
C: 1.640 -1.445 -1.706
C: 3.862 -2.537 0.278
C: 1.253 2.119 -0.963
C: -0.212 5.831 0.682
C: 2.599 -0.491 -2.037
C: -0.203 3.921 2.315
C: 0.447 -3.261 0.236
C: -2.897 -2.118 -1.962
C: -0.857 -5.691 0.663
C: -1.645 3.951 2.710
C: -2.016 0.320 3.066
C: -1.299 -4.544 1.304
C: 5.409 -1.939 1.992
C: 4.418 -1.193 2.594
C: 2.280 -0.963 -4.373
C: -4.894 -1.222 -0.287
C: -3.630 -0.744 -0.143
C: 0.984 -2.137 -2.721
C: 2.841 -1.780 0.841
C: 5.127 -2.621 0.828
C: 0.436 4.721 1.461
C: -2.263 2.928 -0.535
C: -2.502 3.801 -1.539
C: 0.880 -4.417 -0.412
C: 1.310 -1.903 -4.047
C: 2.912 -0.249 -3.366
C: -0.328 3.345 -2.463
C: 1.892 4.517 1.150
C: -1.519 3.986 -2.587
C: -4.160 -2.605 -2.116
C: -1.741 -0.921 3.924
C: 3.152 -1.113 2.036
C: 0.231 -5.625 -0.198
C: -5.224 -2.157 -1.306
C: -0.656 -3.335 1.085
H: 0.375 3.104 2.742
H: 3.614 0.540 -3.600
H: 0.204 -2.845 -2.477
H: -3.320 -0.055 0.631
H: 2.517 -0.765 -5.412
H: -1.773 -0.675 4.989
H: -2.990 2.751 0.250
H: -1.028 -2.426 1.545
H: -6.225 -2.547 -1.416
H: -0.306 5.541 -0.370
H: -0.786 -1.416 3.689
H: -1.369 -6.634 0.821
H: 0.573 -6.514 -0.715
H: -3.436 4.351 -1.546
H: -1.205 6.086 1.047
H: -2.162 -4.578 1.957
H: -2.048 -2.422 -2.550
H: -2.216 4.703 2.167
H: 0.409 6.735 0.713
H: -1.753 4.142 3.784
H: 0.786 -2.442 -4.829
H: -1.724 4.641 -3.426
H: 3.044 0.133 -1.272
H: -4.320 -3.352 -2.885
H: 0.477 3.494 -3.174
H: 2.053 4.383 0.076
H: -5.642 -0.867 0.410
H: -2.556 -1.632 3.745
H: 2.285 3.630 1.646
H: 2.479 5.392 1.460
H: -2.096 2.970 2.538
H: 1.714 -4.377 -1.098

***

6.
C36H32BrN5O5RuS | ωB97M-V/def2-TZVPD

Multiplicity   2
Orbital gap (alpha / beta)   6.18 / 5.94 eV
Energy above the lowest of the compared OMol25 structures with the same formula, charge and spin   522.7 kJ/mol
Electronic energy   -138992.1940 eV
Strongest force on any atom   1.5 eV/Å
Net charge   +1

Positions of all 81 atoms, in Å:
Ru: -2.004 0.383 1.206
Br: -4.518 -1.607 -4.717
S: -0.804 1.940 2.613
O: -4.272 0.279 0.207
O: -0.868 0.716 -0.958
O: -2.970 -1.753 1.091
O: 1.452 -2.421 1.051
O: -0.316 -1.047 1.140
N: -0.736 3.300 0.290
N: -1.654 -3.877 0.701
N: 1.757 1.034 1.258
N: -1.266 -4.705 -1.311
N: 0.725 1.451 0.416
C: 2.640 0.303 -1.553
C: -0.118 -5.449 1.947
C: 3.547 4.245 1.495
C: -1.983 3.976 0.655
C: 3.067 -1.512 -3.066
C: -3.990 -1.665 -2.903
C: 4.868 2.554 2.557
C: 4.726 3.849 2.157
C: -3.252 -1.753 -0.239
C: -4.384 -0.633 -2.055
C: 0.844 -1.165 -2.224
C: 0.994 -7.038 0.485
C: -3.218 -2.705 -2.450
C: -0.493 -5.459 -0.439
C: -1.938 -3.781 -0.573
C: -0.198 3.669 -1.029
C: 1.887 -0.234 1.619
C: 0.125 5.157 -1.127
C: 0.300 0.665 -0.696
C: 2.713 2.002 1.577
C: 3.522 -0.417 -2.342
C: -5.140 1.348 -0.174
C: -0.310 2.253 1.041
C: -2.825 -2.746 -1.107
C: 3.861 1.603 2.285
C: -1.833 5.108 1.663
C: 3.011 -0.632 2.354
C: 3.978 0.257 2.683
C: 1.729 -1.885 -3.007
C: 0.380 -6.525 -0.639
C: -4.000 -0.684 -0.736
C: 2.555 3.347 1.208
C: 1.300 -0.071 -1.493
C: -0.746 -4.923 0.821
C: 0.749 -6.507 1.761
C: 0.898 -1.351 1.226
H: 1.659 3.693 0.718
H: -4.979 0.182 -2.442
H: 1.678 -7.871 0.383
H: -2.392 -2.565 1.257
H: -2.401 4.368 -0.275
H: 2.999 1.177 -1.016
H: 3.070 -1.677 2.619
H: 4.563 -0.123 -2.396
H: -1.304 -4.812 -2.308
H: -0.775 5.775 -1.114
H: 3.413 5.282 1.212
H: 3.758 -2.070 -3.685
H: -0.306 -5.028 2.928
H: -0.203 -1.439 -2.153
H: 4.849 -0.056 3.250
H: 0.573 -6.930 -1.625
H: 0.773 5.479 -0.307
H: -1.441 4.743 2.609
H: 5.753 2.231 3.094
H: -2.662 3.214 1.031
H: -5.241 1.980 0.701
H: -2.811 5.558 1.849
H: -0.928 3.392 -1.794
H: 0.702 3.096 -1.223
H: 0.645 5.347 -2.068
H: -6.117 0.956 -0.455
H: -4.715 1.922 -0.997
H: 5.511 4.568 2.352
H: -2.924 -3.489 -3.137
H: 1.254 -6.943 2.615
H: 1.377 -2.739 -3.574
H: -1.170 5.887 1.281